# C9H24Cl2O9S3Ti

A molecular structure, C9H24Cl2O9S3Ti (ωB97M-V/def2-TZVPD, OMol25).

Values from the calculation:
* HOMO (alpha / beta): -0.019 / -0.181 Ha
* gap between HOMO and LUMO (alpha / beta): 2.662 / 7.015 eV
* 2S+1: 4
* charge: -1

Cartesian coordinates (Å):
Ti (0.1441, 1.4873, -0.0136)
Cl (2.6551, 1.6507, 1.0373)
Cl (-1.2558, 4.0177, -0.5928)
O (-0.9586, 0.8565, 1.8261)
S (-1.4743, 0.4465, 3.1887)
O (-2.6228, 1.0372, 3.8354)
O (-1.6868, -1.1816, 3.2412)
C (-2.0005, -1.7658, 4.5003)
C (-2.7165, -3.0638, 4.1799)
C (-0.1315, 0.6491, 4.4354)
H (-2.4955, -1.1710, 5.2680)
H (-1.0454, -2.0956, 4.9092)
H (-3.7311, -2.7488, 3.9361)
H (-2.6410, -3.7503, 5.0232)
H (-2.2981, -3.7109, 3.4090)
H (0.7349, 0.0572, 4.1403)
H (-0.6344, 0.2355, 5.3095)
H (0.0901, 1.7065, 4.5804)
O (-0.0594, -3.3048, -1.6410)
S (0.5317, -2.2038, -0.8337)
O (-0.1320, -0.8831, -0.7178)
O (0.8481, -2.8874, 0.6551)
C (1.1186, -1.9425, 1.7088)
C (1.3523, -2.5624, 3.0250)
C (2.1550, -2.0262, -1.5841)
H (0.3319, -1.1907, 1.7713)
H (2.0435, -1.3997, 1.5139)
H (1.4818, -1.9022, 3.8825)
H (2.1856, -3.2578, 2.9247)
H (0.4322, -3.0825, 3.2917)
H (2.4244, -3.0067, -1.9768)
H (2.8653, -1.7143, -0.8183)
H (2.2231, -1.2195, -2.3139)
O (0.6221, 1.7206, -2.3771)
S (1.3776, 1.8188, -3.6423)
O (2.4265, 0.9631, -4.0859)
O (0.3255, 1.7216, -4.8906)
C (-0.8961, 2.5565, -4.9386)
C (-1.5705, 2.5273, -6.3157)
C (1.9122, 3.5267, -3.9521)
H (-0.6185, 3.5974, -4.7724)
H (-1.6585, 2.4375, -4.1687)
H (-1.7100, 1.4739, -6.5585)
H (-1.0640, 3.1147, -7.0815)
H (-2.5683, 2.9533, -6.4215)
H (1.5809, 3.6408, -4.9842)
H (2.9009, 3.8027, -3.5855)
H (1.2061, 4.0724, -3.3262)

=====

# C12H27AsOsS3

A molecular structure, C12H27AsOsS3 (ωB97M-V/def2-TZVPD, OMol25).

Values from the calculation:
* HOMO (alpha / beta): -0.783 / -0.783 Ha
* gap between HOMO and LUMO (alpha / beta): 6.944 / 6.945 eV
* ΔE to the lowest compared entry with this formula, charge and spin: 42.9 kJ/mol
* charge: +4

Cartesian coordinates (Å):
Os (2.0526, 0.6424, -0.7965)
C (4.9596, 2.1835, -0.7505)
C (4.2400, 2.8525, 0.4009)
S (2.4139, 2.6248, 0.3024)
C (2.0035, 2.1980, 2.0280)
C (2.5591, 0.8512, 2.4480)
S (2.2012, -0.4663, 1.2069)
C (3.8219, -1.2924, 1.0330)
C (4.9263, -0.4093, 0.4838)
S (4.4424, 0.4628, -1.0613)
H (6.0383, 2.1722, -0.5771)
H (4.7981, 2.6930, -1.7029)
H (4.4060, 3.9307, 0.3733)
H (4.5756, 2.4880, 1.3705)
H (0.9157, 2.2401, 2.0851)
H (2.3952, 2.9966, 2.6617)
H (2.1000, 0.5140, 3.3781)
H (3.6368, 0.8779, 2.5981)
H (3.6196, -2.1509, 0.3900)
H (4.0846, -1.6818, 2.0201)
H (5.7886, -1.0273, 0.2284)
H (5.2609, 0.3407, 1.1981)
C (-9.8412, -4.1032, 1.4182)
C (-8.9645, -3.0397, 1.4416)
As (-0.2734, 0.6246, -1.1633)
C (-0.3327, -0.9925, -2.1922)
C (1.0002, -1.6814, -1.8954)
C (-1.7472, 1.8205, -1.4915)
C (-2.9296, 1.1982, -2.2202)
H (-10.1512, -2.7998, 1.7656)
H (-10.0151, -4.6967, 2.3118)
H (-10.4295, -4.3251, 0.5318)
H (-8.3803, -2.8407, 2.3342)
H (-8.7788, -2.4576, 0.5471)
H (-0.3712, -0.6163, -3.2264)
H (-1.2066, -1.6307, -2.0621)
H (1.8949, -0.9927, -2.0341)
H (1.2400, -2.4438, -2.6404)
H (1.0223, -2.1547, -0.9167)
H (-1.2523, 2.6130, -2.0760)
H (-2.0003, 2.2813, -0.5317)
H (-2.6463, 0.7850, -3.1873)
H (-3.6608, 1.9848, -2.4063)
H (-3.4162, 0.4271, -1.6248)

=====

# C38H68Br2ClN12O6

11 unconnected molecules or ions with the total composition C38H68Br2ClN12O6 (ωB97M-V/def2-TZVPD, OMol25).

Values from the calculation:
* HOMO: -0.337 Ha
* gap between HOMO and LUMO: 7.821 eV
* charge: +1

Cartesian coordinates (Å):
C (-3.3596, 0.5770, -7.7364)
C (-1.9343, 0.8605, -7.2098)
N (-1.4104, -0.0516, -6.1561)
C (-0.1141, -0.4141, -6.2226)
C (-0.0501, -1.5356, -5.3986)
N (-1.2960, -1.8234, -4.9634)
C (-2.1413, -0.8880, -5.3455)
C (-1.5450, -3.0518, -4.1714)
H (-3.2806, 0.0861, -8.7106)
H (-3.9596, 1.4198, -7.8045)
H (-3.7874, -0.1948, -7.0681)
H (-1.8407, 1.8826, -6.9604)
H (-1.2354, 0.6242, -8.0268)
H (0.5644, 0.1387, -6.8868)
H (0.8397, -2.1319, -5.0675)
H (-3.1517, -0.7735, -5.0435)
H (-0.6901, -3.7273, -4.2269)
H (-2.4539, -3.4950, -4.4523)
H (-1.6562, -2.7252, -3.1380)
C (0.4063, -0.0190, 1.9158)
C (-0.3050, -0.4370, 0.6400)
N (-0.1935, 0.4929, -0.5653)
C (-1.0900, 0.2348, -1.6462)
C (-0.5465, 0.8342, -2.7409)
N (0.6097, 1.4633, -2.3281)
C (0.8239, 1.1917, -1.0376)
C (1.4643, 2.3957, -3.1344)
H (0.0004, -0.6631, 2.7555)
H (0.2453, 1.0386, 2.2111)
H (1.4483, -0.1775, 1.9518)
H (-1.3881, -0.3639, 0.8853)
H (0.0220, -1.3795, 0.2536)
H (-1.9432, -0.3975, -1.4797)
H (-0.9000, 0.7763, -3.7661)
H (1.7492, 1.5162, -0.5385)
H (1.4753, 2.1187, -4.2068)
H (2.4682, 2.2000, -2.8539)
H (1.1979, 3.4385, -2.8963)
C (5.4252, -0.8316, 1.2282)
C (4.6403, -1.5117, 0.1541)
N (5.3081, -1.2531, -1.1363)
C (6.5988, -1.5896, -1.5270)
C (6.9482, -0.9329, -2.6139)
N (5.8199, -0.1955, -2.9837)
C (4.8800, -0.4282, -2.0723)
C (5.8579, 0.7166, -4.1207)
H (4.9407, -0.6786, 2.1820)
H (5.9232, 0.1091, 0.9452)
H (6.2405, -1.5219, 1.4212)
H (3.6833, -1.0871, -0.0643)
H (4.5856, -2.6211, 0.1571)
H (7.1675, -2.3002, -1.0068)
H (7.8081, -0.9287, -3.2391)
H (3.9430, 0.0854, -2.0429)
H (5.4331, 0.2743, -5.0137)
H (6.9002, 0.9060, -4.3197)
H (5.3002, 1.5511, -3.7336)
C (-4.1733, 4.7104, -1.0976)
C (-3.9965, 3.3080, -1.5138)
N (-4.3325, 2.3925, -0.4280)
C (-3.7110, 2.2298, 0.8086)
C (-4.2394, 1.0991, 1.4101)
N (-5.2453, 0.6423, 0.4782)
C (-5.1866, 1.3934, -0.6199)
C (-6.2798, -0.3813, 0.6400)
H (-3.3704, 4.9466, -0.4060)
H (-5.2133, 4.8017, -0.6971)
H (-4.0591, 5.3270, -2.0157)
H (-2.9544, 3.1805, -1.7069)
H (-4.6346, 3.1454, -2.3622)
H (-2.9067, 2.8478, 1.1224)
H (-4.1886, 0.7108, 2.3963)
H (-5.7539, 1.1963, -1.5102)
H (-5.9436, -1.4345, 0.6529)
H (-7.0737, -0.2620, -0.1697)
H (-6.6585, -0.2936, 1.6179)
C (-1.6585, 1.9962, 4.0373)
C (-0.9808, 3.0066, 4.8550)
N (0.4600, 3.1160, 4.5074)
C (1.4960, 2.5286, 5.1855)
C (2.6028, 2.6413, 4.3563)
N (2.2229, 3.4512, 3.2934)
C (0.8887, 3.6488, 3.3647)
C (2.9833, 3.9048, 2.1210)
H (-1.6759, 2.2201, 2.9684)
H (-2.6986, 1.9734, 4.4150)
H (-1.1954, 1.0059, 4.2494)
H (-1.0691, 2.7664, 5.9758)
H (-1.3029, 4.0791, 4.7153)
H (1.3839, 1.9597, 6.0949)
H (3.6137, 2.2654, 4.6064)
H (0.2432, 3.9937, 2.6034)
H (2.3495, 4.5375, 1.4646)
H (3.1711, 3.0991, 1.3948)
H (3.8674, 4.4627, 2.4006)
C (-1.2771, -3.6556, 2.9828)
C (0.0768, -4.1448, 3.5023)
N (-0.1714, -4.9100, 4.7052)
C (-0.3906, -6.3195, 4.7716)
C (-0.6447, -6.6001, 6.0083)
N (-0.6467, -5.4799, 6.7383)
C (-0.3276, -4.4450, 5.9269)
C (-1.1559, -5.4050, 8.1344)
H (-1.1076, -2.8594, 2.2754)
H (-1.8390, -3.2257, 3.8464)
H (-1.9161, -4.3481, 2.4121)
H (0.7278, -3.3415, 3.8592)
H (0.6268, -4.6883, 2.7859)
H (-0.1135, -6.8927, 3.9098)
H (-0.8891, -7.5773, 6.4457)
H (-0.2187, -3.3730, 6.1038)
H (-2.2462, -5.1461, 8.1360)
H (-0.5652, -4.6744, 8.6868)
H (-1.0705, -6.3705, 8.6032)
Br (0.0715, -1.1388, 5.3513)
Br (4.7123, 2.2648, -0.9204)
O (1.5865, -3.2499, -2.7221)
C (1.9009, -1.9606, -2.3503)
O (1.5767, -1.6437, -1.1793)
O (2.6281, -1.4401, -3.1892)
H (1.2671, -3.7472, -1.9555)
O (0.4441, 4.9749, 0.2245)
C (-0.6585, 4.1406, 0.0935)
O (-1.1416, 4.0685, -1.0518)
O (-0.9798, 3.5252, 1.1302)
H (0.7044, 5.2741, -0.6329)
Cl (-4.1890, -0.6303, -2.8846)

=====

# C7H8O

A molecular structure, C7H8O (ωB97M-V/def2-TZVPD, OMol25).

Values from the calculation:
* HOMO: -0.255 Ha
* gap between HOMO and LUMO: 4.617 eV
* ΔE to the lowest compared entry with this formula, charge and spin: 1057.9 kJ/mol

Cartesian coordinates (Å):
C (-1.6011, 0.6252, 0.6194)
C (-0.6090, 0.2323, -0.3972)
C (0.4935, -0.6827, 0.1661)
C (1.8598, -0.3840, 0.0000)
C (1.6466, 0.0599, -1.2320)
O (-0.5198, -0.2482, 2.8508)
C (0.3939, 0.5487, -1.7362)
C (-0.7759, -0.2511, -1.7227)
H (-1.0959, 0.4677, 1.6410)
H (-2.0484, 1.5961, 0.3917)
H (-2.3712, -0.1504, 0.5551)
H (0.3377, -1.7058, 0.5180)
H (2.7456, -0.8125, 0.4376)
H (-0.7206, 0.0495, 3.7440)
H (0.2552, 1.4875, -2.2658)
H (-1.5918, 0.0428, -2.3775)

=====

# C2H8O3

4 unconnected molecules or ions with the total composition C2H8O3 (ωB97M-V/def2-TZVPD, OMol25).

Values from the calculation:
* HOMO: -0.363 Ha
* gap between HOMO and LUMO: 10.603 eV
* ΔE to the lowest compared entry with this formula, charge and spin: 163.6 kJ/mol

Cartesian coordinates (Å):
C (0.0003, -1.8831, 0.5616)
O (0.0015, -1.4531, -0.5840)
O (-1.1078, -2.2980, 1.1772)
H (0.6998, 0.1048, -0.7518)
H (-1.8887, -1.9876, 0.6895)
H (0.8715, -2.3833, 1.0042)
H (0.5056, -0.0990, 1.7006)
C (-0.0180, 1.9355, -1.0122)
O (0.9508, 1.0426, -0.4960)
H (0.7802, 0.4836, 1.1478)
H (-0.0260, 1.9078, -2.1058)
H (-1.0214, 1.6917, -0.6480)
H (0.2522, 2.9380, -0.6832)

=====

# C6H10N2O5

C6H10N2O5 in the gas phase (ωB97M-V/def2-TZVPD, OMol25).

Values from the calculation:
* HOMO: -0.370 Ha
* gap between HOMO and LUMO: 10.520 eV
* structure (SMILES): NCC(=O)N[C@@H](CC(=O)O)C(=O)O
* ΔE to the lowest compared entry with this formula, charge and spin: 197.8 kJ/mol

Cartesian coordinates (Å):
N (-2.0027, 2.0869, 3.4355)
C (-1.9112, 0.8456, 2.6007)
C (-1.2520, 0.8849, 1.2771)
O (-0.7073, 1.8130, 0.7028)
N (-0.9640, -0.3821, 0.8208)
C (-0.2290, -0.4890, -0.4164)
C (1.1815, 0.0220, -0.2184)
C (1.9195, 0.4610, -1.4905)
O (1.6173, 0.1047, -2.6154)
O (3.0694, 1.2076, -1.2856)
C (-0.2778, -1.9669, -0.8519)
O (-0.6463, -2.8170, -0.1080)
O (0.0769, -2.2287, -2.1086)
H (-2.7921, 2.8267, 2.9286)
H (-0.9701, 2.6192, 3.2391)
H (-2.9963, 0.5380, 2.4263)
H (-1.4360, 0.1145, 3.2680)
H (-1.1936, -1.2628, 1.3639)
H (-0.7382, 0.1004, -1.1535)
H (1.8684, -0.7044, 0.2295)
H (1.1953, 0.8114, 0.5075)
H (3.3822, 1.3467, -2.2217)
H (0.5802, -1.5062, -2.4666)

=====

# C22H35IMgN6O10P2S

A molecular structure, C22H35IMgN6O10P2S (ωB97M-V/def2-TZVPD, OMol25).

Values from the calculation:
* HOMO: -0.287 Ha
* gap between HOMO and LUMO: 8.091 eV
* ΔE to the lowest compared entry with this formula, charge and spin: 550.6 kJ/mol

Cartesian coordinates (Å):
Mg (-0.1416, 0.8184, -0.5397)
N (-1.9319, 4.0999, 1.3659)
C (-0.8036, 3.4014, 2.1021)
C (-0.6024, 4.1002, 3.4284)
P (0.6744, 3.9609, 0.8718)
O (1.8847, 3.1978, 1.6474)
O (0.1780, 2.9324, -0.3091)
O (1.3574, 3.6776, -0.8267)
P (-1.4407, 1.6965, 2.2263)
O (-2.9479, 2.0225, 2.7876)
O (-0.7045, 0.8698, 3.1986)
O (-1.6293, 1.3179, 0.7750)
H (-1.5937, 5.0083, 1.0179)
H (-2.7441, 4.2225, 1.9733)
H (-2.1961, 3.5078, 0.5634)
H (-0.2220, 5.1179, 3.2961)
H (0.1349, 3.5370, 3.9977)
H (-1.5191, 4.1441, 4.0239)
H (2.2282, 2.4754, 1.1050)
H (-3.1360, 1.4526, 3.5426)
C (-5.4353, -2.3804, 3.8754)
C (-4.4824, -2.3997, 2.7147)
C (-3.7165, -3.5262, 2.4438)
C (-2.8084, -3.5368, 1.3950)
C (-2.6648, -2.4086, 0.6070)
C (-3.4276, -1.2752, 0.8519)
C (-4.3281, -1.2782, 1.9009)
S (-1.4774, -2.3725, -0.7068)
O (-0.9016, -3.6954, -0.7821)
O (-2.1627, -1.8825, -1.8897)
N (-0.4227, -1.2574, -0.3148)
C (0.4375, -1.3896, 0.7467)
C (0.6173, -2.5197, 1.5517)
C (1.4995, -2.4405, 2.6062)
C (2.1907, -1.2567, 2.8477)
C (1.9528, -0.1975, 1.9978)
N (1.1206, -0.2533, 0.9630)
H (-5.8451, -3.3711, 4.0662)
H (-6.2634, -1.6966, 3.6956)
H (-4.9298, -2.0544, 4.7864)
H (-3.8300, -4.4089, 3.0606)
H (-2.2180, -4.4159, 1.1797)
H (-3.2926, -0.3916, 0.2454)
H (-4.9220, -0.3928, 2.0920)
H (0.0811, -3.4287, 1.3356)
H (1.6447, -3.3019, 3.2461)
H (2.8741, -1.1472, 3.6754)
H (2.4482, 0.7512, 2.1702)
N (-1.6587, -0.0280, -3.9642)
C (-1.1576, 1.0618, -3.3976)
O (-1.2743, 1.2743, -2.1885)
C (-0.3451, 2.0399, -4.2071)
I (-0.9733, 2.3242, -6.2217)
H (-2.0157, -0.7614, -3.3421)
H (-1.5840, -0.1730, -4.9568)
H (0.6764, 1.6682, -4.2473)
H (-0.3535, 3.0006, -3.7018)
C (1.1901, -1.9384, -3.0571)
N (2.4703, -1.3532, -2.7075)
C (3.6268, -2.1729, -3.0230)
C (4.8280, -1.7416, -2.2119)
C (5.0048, -0.2479, -2.3725)
N (3.7846, 0.4372, -1.9960)
C (3.9283, 1.8033, -1.5350)
C (2.5489, -0.1059, -2.1753)
O (1.5242, 0.5277, -1.8535)
H (0.9496, -2.7769, -2.4016)
H (1.2362, -2.2954, -4.0894)
H (0.4052, -1.1991, -2.9654)
H (3.8429, -2.1179, -4.0984)
H (3.3628, -3.2097, -2.8016)
H (5.7194, -2.2740, -2.5452)
H (4.6663, -1.9766, -1.1573)
H (5.2852, 0.0023, -3.4048)
H (5.8021, 0.1233, -1.7253)
H (4.5105, 1.8266, -0.6098)
H (2.9560, 2.2543, -1.3671)
H (4.4607, 2.3955, -2.2842)

=====

# C5H10O

C5H10O in the gas phase (ωB97M-V/def2-TZVPD, OMol25).

Values from the calculation:
* HOMO: -0.333 Ha
* gap between HOMO and LUMO: 10.186 eV
* structure (SMILES): CO[C@H]1C[C@H]1C
* ΔE to the lowest compared entry with this formula, charge and spin: 210.5 kJ/mol

Cartesian coordinates (Å):
C (2.3934, -0.0011, 0.3373)
O (1.1108, -0.5439, 0.5770)
C (0.2657, -0.3479, -0.5054)
C (-0.9930, -1.0614, -0.8394)
C (-0.9647, 0.4696, -0.4489)
C (-1.6781, 0.7238, 0.8702)
H (3.1099, -0.8159, 0.1896)
H (2.7073, 0.6129, 1.1857)
H (2.4079, 0.6352, -0.5586)
H (0.8008, -0.1737, -1.4419)
H (-1.5642, -1.6180, -0.1015)
H (-1.0009, -1.5831, -1.8016)
H (-0.9516, 1.3546, -1.0913)
H (-1.1704, 1.4380, 1.5299)
H (-1.7923, -0.2070, 1.4326)
H (-2.6804, 1.1180, 0.6663)

=====

# C4H4O2

C4H4O2 in the gas phase (ωB97M-V/def2-TZVPD, OMol25).

Values from the calculation:
* HOMO: -0.351 Ha
* gap between HOMO and LUMO: 10.279 eV
* structure (SMILES): C[C@]12O[C@H]1C2=O
* ΔE to the lowest compared entry with this formula, charge and spin: 391.9 kJ/mol

Cartesian coordinates (Å):
C (0.1677, 0.6612, 1.1882)
C (-0.2215, 0.3607, -0.1949)
O (-1.5428, 0.1457, -0.5757)
C (-0.6196, -0.8895, -1.0486)
C (0.5819, -0.0410, -1.2896)
O (1.7852, -0.1844, -1.8342)
H (0.1283, 1.6938, 1.5731)
H (1.0519, 0.0626, 1.3793)
H (-0.7130, 0.1746, 1.6669)
H (-0.6181, -1.9835, -0.8645)

=====

| no. | F_max (eV/Å) | molecular weight (g mol⁻¹) |
| --- | --- | --- |
| 1 | 5.360 | 491.3 |
| 2 | 0.371 | 532.7 |
| 3 | 4.648 | 984.3 |
| 4 | 5.008 | 108.1 |
| 5 | 3.298 | 80.1 |
| 6 | 5.102 | 190.2 |
| 7 | 0.490 | 788.8 |
| 8 | 0.859 | 86.1 |
| 9 | 7.023 | 84.1 |